(1)
# C6H10NO3

An isolated ion of composition C6H10NO3 and charge +1 (ωB97M-V/def2-TZVPD, OMol25).

Summary:
DFT total energy (Ha): -514.62051
Energy above the lowest of the compared OMol25 structures with the same formula, charge and spin (kcal/mol): 120.3
Charge: +1
Kohn-Sham gap (spin up / spin down) (eV): 8.03 / 6.48

Atoms and positions in Å:
C -1.79 0.91 -1.65
C -0.91 0.84 -0.57
C -0.16 -0.35 -0.37
C -1.11 1.94 0.52
C 1.73 -1.14 0.82
C 2.40 -0.94 2.05
N 0.59 -2.34 -1.10
O 0.79 -0.29 0.57
O -2.57 1.97 -1.93
O -0.41 -1.41 -1.03
H -1.82 0.00 -2.21
H -0.98 2.98 -0.05
H -2.13 1.82 0.82
H -0.41 2.00 1.30
H 3.48 -0.86 1.88
H 2.01 -2.00 0.13
H 0.28 -2.95 -1.84
H 2.32 -1.84 2.60
H 1.94 -0.22 2.62
H -3.27 1.88 -2.57

=====

(2)
# C11H32B3Cl2NO8

C11H32B3Cl2NO8 as an isolated structure (ωB97M-V/def2-TZVPD, OMol25).

Summary:
DFT total energy (Ha): -2090.16847
Energy above the lowest of the compared OMol25 structures with the same formula, charge and spin (kcal/mol): 14.8
Charge: 0
Kohn-Sham gap (eV): 10.06

Atoms and positions in Å:
C 3.10 1.14 1.87
C 3.32 0.79 0.40
C 2.01 0.70 -0.36
Cl 2.27 0.10 -2.04
B 0.88 -0.16 0.33
O 0.78 -1.54 0.27
B -0.41 -2.04 0.75
Cl -0.39 -3.69 1.37
O -1.56 -1.34 0.76
B -1.32 0.00 0.49
C -2.23 0.92 -0.38
C -3.19 1.77 0.41
C -3.00 2.00 1.88
N -4.16 2.25 -0.21
O -0.12 0.49 1.01
H 2.30 1.87 1.95
H 2.80 0.26 2.42
H 4.01 1.53 2.28
H 3.90 1.57 -0.05
H 3.84 -0.15 0.28
H 1.61 1.70 -0.48
H -1.58 1.60 -0.92
H -2.81 0.38 -1.12
H -1.99 1.81 2.22
H -3.69 1.34 2.39
H -3.26 3.01 2.16
H -4.74 2.81 0.42
C -4.38 -3.55 -0.06
O -4.45 -2.40 0.78
H -5.15 -4.24 0.25
H -4.54 -3.28 -1.11
H -3.40 -4.04 0.04
H -3.76 -1.80 0.49
C -0.54 0.44 -4.19
O -1.67 1.24 -3.87
H -0.09 0.10 -3.26
H -0.83 -0.43 -4.79
H 0.20 1.03 -4.74
H -2.07 1.54 -4.70
C 6.10 -1.65 -1.81
O 5.31 -0.70 -2.51
H 7.14 -1.34 -1.88
H 5.81 -1.69 -0.76
H 6.00 -2.65 -2.25
H 4.38 -0.97 -2.46
C -2.55 4.78 4.70
O -3.49 3.88 4.11
H -1.61 4.24 4.82
H -2.38 5.64 4.05
H -2.89 5.12 5.68
H -4.32 4.36 4.02
C 3.12 -3.82 -1.62
O 1.79 -4.16 -1.30
H 3.46 -4.47 -2.42
H 3.18 -2.78 -1.96
H 3.78 -3.94 -0.75
H 1.50 -3.57 -0.60

=====

(3)
# C17H20N2O2

One molecule with the formula C17H20N2O2 (ωB97M-V/def2-TZVPD, OMol25).

Summary:
DFT total energy (Ha): -919.74021
Energy above the lowest of the compared OMol25 structures with the same formula, charge and spin (kcal/mol): 46.5
Charge: 0
Structure (SMILES): Cn1cccc1C(=O)[C@@H](c1ccccc1)N1CCOCC1
Kohn-Sham gap (eV): 9.07

Atoms and positions in Å:
O -1.22 -0.82 -2.30
O 1.08 3.99 1.02
C -0.42 -0.47 -1.43
C 3.11 -1.60 -0.88
C 1.94 -0.85 -0.45
C 2.83 -2.19 -2.07
C 0.98 -1.03 -1.44
C -2.93 -2.17 2.66
C -1.56 -2.32 2.45
C -3.63 -1.25 1.87
C -0.88 -1.50 1.53
C -2.96 -0.42 0.96
C -1.59 -0.50 0.80
N 1.55 -1.84 -2.43
N -0.02 1.43 0.27
C 0.86 -2.30 -3.64
C -0.95 0.40 -0.28
C 1.53 3.32 -0.19
C 0.71 3.06 2.04
C 0.41 2.44 -0.71
C -0.40 2.11 1.57
H 4.00 -1.72 -0.27
H 1.85 -0.26 0.47
H 3.47 -2.85 -2.63
H -3.43 -2.81 3.38
H -1.10 -3.08 3.09
H -4.70 -1.12 2.02
H 0.19 -1.65 1.40
H -3.58 0.29 0.42
H 1.56 -2.79 -4.29
H 0.05 -2.98 -3.42
H 0.47 -1.43 -4.22
H -1.77 0.95 -0.73
H 2.47 2.73 0.02
H 1.73 4.06 -0.97
H 0.38 3.63 2.91
H 1.56 2.46 2.37
H 0.78 1.90 -1.59
H -0.43 3.07 -1.03
H -1.25 2.74 1.37
H -0.67 1.38 2.39

=====

(4)
# C32H36BaN4OPSSe2Si

C32H36BaN4OPSSe2Si as an isolated structure (ωB97M-V/def2-TZVPD, OMol25).

Summary:
Spin multiplicity: 2
DFT total energy (Ha): -7392.77020
Energy above the lowest of the compared OMol25 structures with the same formula, charge and spin (kcal/mol): 60.8
Charge: -2
Kohn-Sham gap (spin up / spin down) (eV): 3.31 / 5.95
<S²>: 0.76

Atoms and positions in Å:
Ba 0.19 0.69 -0.35
N -3.41 2.34 -0.57
C -4.31 1.69 -1.40
C -5.68 1.82 -1.19
C -6.58 1.28 -2.08
C -6.15 0.57 -3.19
C -4.78 0.34 -3.39
C -4.27 -0.46 -4.44
C -2.91 -0.69 -4.50
C -2.08 -0.13 -3.54
N -2.51 0.65 -2.57
C -3.84 0.89 -2.48
H -3.61 2.26 0.42
H -2.45 2.03 -0.76
H -6.02 2.35 -0.31
H -7.65 1.39 -1.90
H -6.88 0.17 -3.89
H -4.95 -0.90 -5.15
H -2.49 -1.33 -5.27
H -1.01 -0.32 -3.55
C -0.14 3.01 2.78
C 0.58 3.69 1.66
C 1.01 5.00 1.78
C 1.72 5.56 0.72
C 1.96 4.82 -0.40
C 1.47 3.49 -0.49
N 0.79 2.98 0.56
N 1.63 2.70 -1.53
Si 2.58 2.93 -2.91
C 2.42 1.40 -4.02
C 4.47 3.14 -2.58
C 2.13 4.44 -4.03
H 0.29 3.28 3.74
H -0.07 1.93 2.66
H -1.19 3.29 2.79
H 0.81 5.57 2.68
H 2.08 6.58 0.80
H 2.52 5.23 -1.23
H 2.64 0.50 -3.47
H 3.12 1.46 -4.86
H 1.42 1.31 -4.43
H 4.85 2.32 -1.97
H 4.70 4.07 -2.07
H 5.03 3.13 -3.51
H 1.06 4.47 -4.22
H 2.64 4.37 -5.00
H 2.42 5.38 -3.58
Se -0.92 -1.60 4.37
P 0.28 -2.64 2.93
Se 0.55 -2.09 0.80
C 1.90 -2.83 3.76
C 3.05 -2.31 3.18
C 4.26 -2.41 3.84
C 4.33 -3.00 5.09
C 3.17 -3.50 5.68
C 1.96 -3.41 5.02
C -0.25 -4.38 2.86
C 0.66 -5.37 2.50
C 0.22 -6.67 2.33
C -1.11 -7.00 2.50
C -2.02 -6.00 2.84
C -1.59 -4.70 3.01
H 2.98 -1.85 2.20
H 5.16 -2.02 3.38
H 5.27 -3.08 5.61
H 3.22 -3.96 6.66
H 1.05 -3.76 5.48
H 1.69 -5.11 2.34
H 0.93 -7.45 2.05
H -1.45 -8.02 2.38
H -3.07 -6.25 2.96
H -2.29 -3.91 3.28
C 1.32 -1.96 -2.34
O 0.87 -1.09 -1.40
H 0.85 -2.96 -2.23
H 2.42 -2.12 -2.29
H 1.10 -1.61 -3.36
S -3.41 1.41 3.06
C -2.72 0.89 1.76

=====

(5)
# C20H20N4O3S2

One molecule with the formula C20H20N4O3S2 (ωB97M-V/def2-TZVPD, OMol25).

Summary:
DFT total energy (Ha): -2015.31970
Energy above the lowest of the compared OMol25 structures with the same formula, charge and spin (kcal/mol): 20.0
Charge: 0
Structure (SMILES): Cn1c(CSCc2ccccc2)nnc1SCC(=O)Nc1ccc(C(=O)O)cc1
Kohn-Sham gap (eV): 8.75

Atoms and positions in Å:
C 3.53 0.90 2.43
N 2.15 1.29 2.45
C 1.10 0.64 3.02
N -0.02 1.29 2.78
N 0.28 2.36 2.04
C 1.57 2.38 1.84
C 2.29 3.34 1.00
H 1.68 4.22 0.82
H 3.25 3.62 1.42
S 2.69 2.56 -0.63
C 0.99 2.21 -1.25
C 0.88 0.79 -1.72
C 0.97 -0.26 -0.82
C 0.86 -1.57 -1.24
C 0.66 -1.84 -2.58
C 0.56 -0.80 -3.49
C 0.68 0.51 -3.06
H 0.60 1.31 -3.78
H 0.40 -1.01 -4.54
H 0.56 -2.87 -2.92
H 0.93 -2.37 -0.53
H 1.13 -0.05 0.23
H 0.32 2.40 -0.41
H 0.79 2.91 -2.05
S 1.26 -0.85 3.89
C -0.50 -1.29 4.11
H -1.02 -0.41 4.48
H -0.49 -2.08 4.86
C -1.08 -1.83 2.81
O -1.10 -3.02 2.56
N -1.55 -0.84 2.01
C -1.95 -0.92 0.68
C -2.10 0.28 -0.01
C -2.41 0.28 -1.35
C -2.58 -0.93 -2.03
C -2.47 -2.13 -1.33
C -2.16 -2.13 0.01
H -2.06 -3.06 0.55
H -2.62 -3.06 -1.85
C -2.84 -0.89 -3.48
O -2.91 0.12 -4.14
O -2.99 -2.11 -4.03
H -3.16 -2.01 -4.98
H -2.50 1.20 -1.90
H -1.95 1.21 0.51
H -1.37 0.11 2.33
H 4.11 1.53 3.11
H 3.61 -0.13 2.75
H 3.92 1.01 1.42

=====

(6)
# C12H33F2N4NiO7S2

C12H33F2N4NiO7S2 as an isolated structure (ωB97M-V/def2-TZVPD, OMol25).

Summary:
Spin multiplicity: 3
DFT total energy (Ha): -3726.86549
Energy above the lowest of the compared OMol25 structures with the same formula, charge and spin (kcal/mol): 45.0
Charge: +1
Kohn-Sham gap (spin up / spin down) (eV): 10.08 / 9.72
<S²>: 2.00

Atoms and positions in Å:
Ni -0.09 -0.51 -0.33
N -0.56 -1.68 1.10
S -1.57 -1.68 2.33
O -1.11 -0.83 3.38
O -2.25 -2.90 2.63
F -2.79 -0.84 1.69
S 0.41 -2.97 1.73
O -0.01 -4.32 1.55
O 1.23 -2.64 2.87
F 1.56 -2.72 0.61
C -0.31 3.49 -0.43
C 0.08 2.69 0.82
C -0.27 3.38 2.14
O 0.39 2.60 3.14
C -0.44 2.40 4.29
N -0.48 1.31 0.77
H 0.25 4.42 -0.34
H -1.38 3.74 -0.44
H -0.06 2.86 -1.27
H 1.17 2.64 0.82
H -1.36 3.33 2.26
H 0.08 4.41 2.24
H -0.75 3.37 4.69
H 0.12 1.94 5.10
H -1.25 1.72 4.03
H -1.48 1.49 0.76
H -0.28 0.96 1.72
C -3.83 -1.25 -2.32
C -2.52 -1.40 -1.51
C -1.54 -2.29 -2.28
O -0.20 -2.28 -1.78
C 0.49 -3.48 -2.13
N -1.96 -0.05 -1.25
H -4.16 -2.20 -2.75
H -3.87 -0.47 -3.08
H -4.60 -1.00 -1.59
H -2.81 -1.93 -0.61
H -1.52 -2.05 -3.35
H -2.00 -3.28 -2.20
H -0.08 -3.97 -2.92
H 0.69 -4.19 -1.32
H 1.51 -3.27 -2.46
H -2.14 0.49 -2.10
H -2.64 0.41 -0.64
C 3.16 0.51 -2.83
C 2.33 -0.12 -1.68
C 2.74 0.36 -0.29
O 1.92 -0.10 0.78
C 2.55 0.34 1.97
N 0.92 0.34 -1.86
H 3.11 1.60 -2.77
H 2.74 0.19 -3.78
H 4.22 0.25 -2.77
H 2.29 -1.19 -1.87
H 2.76 1.45 -0.33
H 3.79 0.05 -0.21
H 1.87 0.35 2.82
H 2.87 1.39 1.93
H 3.43 -0.24 2.24
H 0.98 1.34 -2.08
H 0.64 0.05 -2.80

=====

(7)
# H4O2

A 2-piece molecular cluster, H4O2 overall (ωB97M-V/def2-TZVPD, OMol25).

Summary:
DFT total energy (Ha): -152.86240
Energy above the lowest of the compared OMol25 structures with the same formula, charge and spin (kcal/mol): 7.9
Charge: 0
Structure (SMILES): O.O
Kohn-Sham gap (eV): 12.14

Atoms and positions in Å:
H -0.99 1.47 -0.59
H -1.26 0.10 -0.15
H 0.41 -0.26 1.16
H 1.18 -1.28 0.18
O -1.20 0.61 -0.94
O 1.28 -0.61 0.87

=====

(8)
# C2H7ClNP

A 2-piece molecular cluster, C2H7ClNP overall (ωB97M-V/def2-TZVPD, OMol25).

Summary:
DFT total energy (Ha): -936.55986
Energy above the lowest of the compared OMol25 structures with the same formula, charge and spin (kcal/mol): 74.2
Charge: 0
Structure (SMILES): [H]/N=C\Cl.C=[PH3]
Kohn-Sham gap (eV): 8.20

Atoms and positions in Å:
C -1.65 -0.29 -0.86
C 1.16 -0.96 1.35
N 1.05 -0.46 0.22
P -0.68 1.07 -0.55
Cl 2.64 -1.76 1.90
H -2.22 0.20 -1.59
H -1.36 -1.34 -1.01
H 0.32 -0.88 2.08
H 1.82 -0.55 -0.45
H -0.36 1.44 0.85
H -1.35 2.15 -0.94
H 0.62 1.39 -1.00

=====

(9)
# C24H26NaO7S6

C24H26NaO7S6 as an isolated structure (ωB97M-V/def2-TZVPD, OMol25).

Summary:
DFT total energy (Ha): -4008.38354
Energy above the lowest of the compared OMol25 structures with the same formula, charge and spin (kcal/mol): 27.2
Charge: -1
Kohn-Sham gap (eV): 7.83

Atoms and positions in Å:
Na 0.77 0.04 1.43
C -2.77 0.39 -1.55
C -1.90 0.98 -2.68
S -0.13 1.05 -2.34
C 0.52 0.28 -3.82
C 0.14 -1.18 -4.05
S 0.86 -2.40 -2.95
C -0.30 -2.76 -1.58
C -1.75 -2.25 -1.63
S -2.07 -0.88 -0.51
H -3.70 0.03 -2.00
H -3.03 1.17 -0.84
H -2.28 1.98 -2.91
H -2.04 0.39 -3.59
H 1.60 0.35 -3.73
H 0.25 0.85 -4.71
H 0.50 -1.48 -5.04
H -0.94 -1.30 -4.11
H 0.18 -2.41 -0.66
H -0.32 -3.85 -1.54
H -2.40 -3.08 -1.36
H -2.04 -1.98 -2.65
O -1.90 2.25 3.67
S -1.41 1.72 2.42
O -2.29 1.92 1.27
O -0.91 0.35 2.52
C 0.06 2.74 2.02
C -0.19 3.71 1.05
C 0.76 4.65 0.68
C 2.00 4.64 1.30
C 2.27 3.68 2.26
C 1.34 2.72 2.63
S 2.03 1.46 3.77
O 3.30 2.00 4.21
O 1.05 1.21 4.80
O 2.23 0.33 2.84
H -1.16 3.71 0.59
H 0.53 5.38 -0.08
H 2.75 5.37 1.04
H 3.24 3.66 2.75
O 2.06 -0.13 -0.20
S 3.26 -0.48 -1.03
C 3.90 -1.96 -0.30
C 3.82 -2.14 1.08
C 4.32 -3.31 1.61
C 4.89 -4.27 0.79
C 4.96 -4.08 -0.58
C 4.46 -2.91 -1.14
C 4.52 0.68 -0.57
C 5.50 1.01 -1.49
C 6.49 1.91 -1.13
C 6.49 2.47 0.14
C 5.49 2.14 1.05
C 4.49 1.25 0.70
H 3.38 -1.37 1.71
H 4.27 -3.47 2.68
H 5.28 -5.19 1.22
H 5.39 -4.84 -1.22
H 4.47 -2.75 -2.21
H 5.49 0.57 -2.48
H 7.27 2.17 -1.84
H 7.26 3.18 0.42
H 5.47 2.58 2.04
H 3.71 0.98 1.40

=====

(10)
# C2H5N2O

An isolated ion of composition C2H5N2O and charge +1 (ωB97M-V/def2-TZVPD, OMol25).

Summary:
DFT total energy (Ha): -263.53047
Energy above the lowest of the compared OMol25 structures with the same formula, charge and spin (kcal/mol): 115.4
Charge: +1
Structure (SMILES): CCN=[N+]=O
Kohn-Sham gap (eV): 11.02

Atoms and positions in Å:
C 0.10 -0.60 -0.26
C -0.61 0.72 0.15
N -2.03 0.67 0.00
N -2.93 -0.06 0.08
O -3.93 -0.58 0.03
H -0.52 -1.43 0.20
H 0.04 -0.96 -1.27
H 1.11 -0.55 0.26
H -0.30 1.65 -0.30
H -0.40 0.63 1.19

=====

(11)
# C6H8N2O3

One molecule with the formula C6H8N2O3 (ωB97M-V/def2-TZVPD, OMol25).

Summary:
DFT total energy (Ha): -568.63278
Energy above the lowest of the compared OMol25 structures with the same formula, charge and spin (kcal/mol): 38.0
Charge: 0
Structure (SMILES): CCOC(=O)c1cc(=O)[nH][nH]1
Kohn-Sham gap (eV): 8.77

Atoms and positions in Å:
C -0.27 -0.36 3.12
C -1.37 0.17 2.23
C -0.48 -0.63 0.14
C 0.18 -0.21 -1.16
C 0.82 -0.92 -2.17
C 1.39 0.04 -3.13
H -0.52 -0.44 4.17
H 0.61 0.26 3.06
H -0.02 -1.34 2.77
H -2.23 -0.50 2.05
H -1.67 1.16 2.43
H 1.04 -2.00 -2.23
H 1.11 2.19 -3.10
H -0.31 1.83 -1.14
N 0.84 1.27 -2.77
N 0.20 1.10 -1.54
O -0.91 0.41 0.82
O -0.49 -1.77 0.52
O 2.08 -0.25 -4.08

=====

(12)
# C3H6ClN

C3H6ClN as an isolated structure (ωB97M-V/def2-TZVPD, OMol25).

Summary:
DFT total energy (Ha): -632.59726
Energy above the lowest of the compared OMol25 structures with the same formula, charge and spin (kcal/mol): 144.0
Charge: 0
Kohn-Sham gap (eV): 9.00

Atoms and positions in Å:
C 1.11 0.28 -0.02
C 0.71 -0.29 -1.26
C 0.09 -0.90 -0.07
H 1.76 1.19 1.77
H -0.44 1.59 0.98
H 2.21 -0.08 0.21
H 0.24 0.40 -2.06
H 1.66 -1.05 -1.86
H 0.13 -1.84 0.18
N 1.03 1.37 0.65
Cl -1.42 -0.26 0.25

=====

> Which formula does entry 6 have?

C12H33F2N4NiO7S2